1.
11
Properties=species:S:1:pos:R:3:lowdin_charge:R:1 method="wB97M-V/def2-TZVPD" smiles=CC#CCO lumo_energy_ev=0.747 total_energy_ha=-231.10204 relative_energy_kcal_mol=76.4 orbital_gap_ev=10.29 homo_energy_ha=-0.351 charge=0
C -2.31 0.25 0.09 -0.18
C -0.81 0.04 -0.08 -0.16
C 0.36 -0.18 0.06 -0.05
C 1.79 -0.51 0.02 -0.28
O 2.60 0.67 0.19 -0.09
H -2.57 1.52 -0.14 0.13
H -2.97 -0.52 -0.73 0.13
H -2.54 -0.17 1.33 0.14
H 1.97 -1.07 -0.94 0.13
H 1.94 -1.21 0.86 0.12
H 2.53 1.17 -0.67 0.11



2.
11
Properties=species:S:1:pos:R:3:lowdin_charge:R:1 method="wB97M-V/def2-TZVPD" lumo_energy_ev=-0.340 total_energy_ha=-231.10108 relative_energy_kcal_mol=77.0 orbital_gap_ev=8.73 homo_energy_ha=-0.333 charge=0
O -2.41 0.19 0.20 0.06
C -1.23 -0.03 0.00 -0.57
C -0.09 0.94 -0.21 -0.15
C 1.10 0.00 0.01 -0.08
C -0.69 -1.38 -0.12 0.18
H -0.11 1.35 -1.23 0.12
H -0.13 1.78 0.49 0.12
H 1.40 -0.09 1.05 0.10
H 1.97 0.18 -0.63 0.10
H -0.58 -1.91 0.83 0.06
H 0.77 -1.04 -0.38 0.05



3.
11
Properties=species:S:1:pos:R:3:lowdin_charge:R:1 method="wB97M-V/def2-TZVPD" smiles=C#CCCO lumo_energy_ev=0.982 total_energy_ha=-231.17593 relative_energy_kcal_mol=30.0 orbital_gap_ev=11.08 homo_energy_ha=-0.371 charge=0
C -1.94 -1.31 0.02 0.11
C -0.91 -0.80 0.38 -0.15
C 0.39 -0.22 0.74 -0.20
C 1.01 0.55 -0.43 -0.29
O 0.39 1.80 -0.64 -0.06
H -2.83 -1.81 -0.28 0.02
H 1.08 -1.01 1.05 0.12
H 0.28 0.47 1.59 0.12
H 0.99 -0.08 -1.33 0.12
H 2.06 0.77 -0.21 0.12
H -0.52 1.63 -0.89 0.09



4.
11
Properties=species:S:1:pos:R:3:lowdin_charge:R:1 method="wB97M-V/def2-TZVPD" smiles=C[C@@]12C[C@@H]1O2 lumo_energy_ev=0.996 total_energy_ha=-231.07798 relative_energy_kcal_mol=91.5 orbital_gap_ev=9.22 homo_energy_ha=-0.302 charge=0
C 0.57 1.26 0.73 -0.03
C 0.05 0.14 -0.07 -0.24
C 0.33 -1.19 -0.54 -0.04
C -1.14 -0.65 -0.37 -0.29
O -1.39 0.53 -0.97 -0.02
H -0.15 2.07 0.82 0.09
H 1.48 1.65 0.28 0.09
H 0.82 0.90 1.73 0.09
H 0.78 -1.35 -1.52 0.09
H 0.55 -1.94 0.21 0.11
H -1.91 -1.42 -0.31 0.14



5.
11
Properties=species:S:1:pos:R:3:lowdin_charge:R:1 method="wB97M-V/def2-TZVPD" lumo_energy_ev="1.047 / -1.680" spin_multiplicity=3 total_energy_ha=-230.93666 relative_energy_kcal_mol=89.8 orbital_gap_ev="7.14 / 7.84" s_squared=2.012 homo_energy_ha="-0.224 / -0.350" charge=0
C -1.25 1.27 -0.32 -0.03
C -0.38 0.39 0.07 0.02
C -1.67 0.40 0.90 -0.12
C 1.64 -0.83 -0.14 -0.20
O 1.62 -1.36 -1.40 -0.06
H -1.55 2.09 -0.82 0.05
H -1.80 0.74 1.93 0.07
H -2.44 -0.30 0.81 0.04
H 1.19 -1.48 0.62 0.06
H 2.53 -0.22 0.20 0.08
H 2.13 -0.69 -1.86 0.09



6.
12
Properties=species:S:1:pos:R:3:lowdin_charge:R:1 method="wB97M-V/def2-TZVPD" smiles=O[C@H]1C[C@H]2O[C@@H]12 lumo_energy_ev=0.828 total_energy_ha=-306.40075 relative_energy_kcal_mol=66.2 orbital_gap_ev=10.68 homo_energy_ha=-0.362 charge=0
O -1.67 0.73 -0.95 0.00
C -0.39 0.55 -0.42 -0.35
C -0.27 0.28 1.09 -0.04
C 0.92 -0.62 0.72 -0.23
O 0.36 -1.78 0.12 0.01
C 0.55 -0.62 -0.71 -0.18
H -1.62 0.63 -1.91 0.10
H 0.30 1.37 -0.67 0.16
H -0.10 1.16 1.71 0.11
H -1.09 -0.32 1.48 0.13
H 1.90 -0.65 1.16 0.15
H 1.11 -0.74 -1.63 0.15



7.
12
Properties=species:S:1:pos:R:3:lowdin_charge:R:1 method="wB97M-V/def2-TZVPD" smiles="C[C@]1(C=O)CO1" lumo_energy_ev=0.777 total_energy_ha=-306.43581 relative_energy_kcal_mol=44.2 orbital_gap_ev=10.78 homo_energy_ha=-0.368 charge=0
C -1.24 -0.12 -0.65 -0.01
C 0.02 0.13 0.15 -0.46
C 0.98 1.13 -0.44 -0.19
O 2.04 1.42 0.04 0.09
C 0.59 -0.92 1.01 -0.09
O -0.10 0.16 1.55 0.02
H -0.99 -0.56 -1.61 0.09
H -1.89 -0.80 -0.11 0.09
H -1.77 0.81 -0.81 0.09
H 0.62 1.58 -1.38 0.13
H 1.66 -0.93 1.19 0.12
H 0.09 -1.88 1.06 0.12



8.
12
Properties=species:S:1:pos:R:3:lowdin_charge:R:1 method="wB97M-V/def2-TZVPD" smiles="CCC(=O)C=O" lumo_energy_ev=-0.247 total_energy_ha=-306.46120 relative_energy_kcal_mol=28.3 orbital_gap_ev=9.45 homo_energy_ha=-0.356 charge=0
C 0.32 0.94 -1.52 -0.08
C -0.10 0.44 -0.14 -0.18
C 0.21 -0.94 0.36 -0.37
O 0.55 -1.92 -0.26 0.11
C -0.27 -1.07 1.83 -0.17
O -0.30 -0.14 2.60 0.07
H 1.37 1.24 -1.54 0.08
H 0.16 0.22 -2.32 0.08
H -0.26 1.84 -1.75 0.07
H -1.18 0.30 -0.01 0.14
H 0.14 1.16 0.65 0.12
H -0.65 -2.08 2.10 0.13